{"formula": "CH5O3P2S", "method": "the ωB97M-V functional and the def2-TZVPD basis", "symbols": ["C", "O", "O", "O", "P", "P", "S", "H", "H", "H", "H", "H"], "positions_angstrom": [[-0.8834, -0.1848, -0.2581], [1.6527, 0.6493, 1.0308], [1.9048, -1.4418, -0.1476], [1.7157, 0.6357, -1.4270], [-0.6330, -0.8966, 1.3987], [-1.2211, 1.5141, -0.6586], [1.3835, -0.0733, -0.2064], [-1.3280, -0.7163, -1.0629], [-1.8315, -1.6692, 1.6845], [0.0259, -1.9738, 0.8529], [-0.7339, 2.5225, 0.2324], [-0.0516, 1.6343, -1.4389]], "atomic_forces_ev_per_a": [[3.3, 0.8, 2.2], [-0.4, 0.3, -0.5], [-0.5, 0.3, -0.4], [0.0, 0.1, -0.2], [-1.8, -0.1, 0.9], [-0.9, 1.7, -1.0], [0.3, -0.9, -0.3], [0.1, -1.0, -0.6], [0.1, 0.3, -0.4], [0.2, -0.9, 0.2], [0.0, -0.9, 0.5], [-0.4, 0.4, -0.4]], "lowdin_charge": [-0.8641, -0.4356, -0.4329, -0.4254, 0.6932, 0.6536, 0.3220, -0.0091, -0.1424, -0.1223, -0.1153, -0.1218], "relative_energy_kcal_mol": 20.8, "total_charge": -1, "lumo_ev": 4.019, "fmax_ev_per_a": 4.029, "total_energy_ha": -1347.68471, "homo_lumo_gap_ev": 8.58, "e_homo_ev": -4.6}